Entry from the Open Molecules 2025 dataset: a single C4H8N4 molecule in a non-equilibrium geometry (the ωB97M-V functional and the def2-TZVPD basis).

```
! RIJCOSX wB97M-V def2-TZVPD def2/J DEFGRID3
* xyz 0 1
C -1.420 0.026 0.076
C 0.025 -0.068 0.599
C 0.883 1.100 0.150
C 1.895 -0.895 -0.253
H -3.039 -1.153 -0.269
H -1.414 -1.993 -0.117
H -2.880 1.140 -0.581
H 0.015 -0.086 1.702
H 0.508 1.363 -0.829
H 0.907 1.949 0.812
H 2.923 0.926 -0.516
H 2.669 -1.511 -0.635
N -2.054 -1.160 -0.006
N -1.920 1.210 -0.211
N 2.192 0.404 -0.043
N 0.711 -1.253 0.121
*
```

As for the SMILES: [H]/N=C(\N)[C@@H]1CNC=N1. The calculation puts the HOMO-LUMO gap at 9.73 eV. As for the energy above the lowest of the compared OMol25 structures with the same formula, charge and spin: 0.427 eV. The calculation puts the largest force on an atom at 2.4 eV/A. For the total energy, the calculation gives -10237.8149 eV.

Mulliken population analysis, charges in e, atoms 1 to 6: C 0.090; C 0.530; C -0.729; C -0.174; H 0.215; H 0.278

***

Entry from the Open Molecules 2025 dataset: 2 unconnected molecules or ions with the total composition C4H7NO in a non-equilibrium geometry (the ωB97M-V functional and the def2-TZVPD basis).

```
! RIJCOSX wB97M-V def2-TZVPD def2/J DEFGRID3
* xyz 0 1
C -2.753 -0.581 0.804
C -0.166 -0.353 1.056
C 0.115 0.064 -0.304
C 1.549 0.401 -0.697
N -0.528 0.806 0.817
O -2.346 -1.351 -0.038
H -3.414 -1.019 1.722
H -2.582 0.578 0.894
H 0.128 -1.084 1.763
H -0.557 -0.393 -1.028
H 2.155 -0.201 0.092
H 1.710 1.500 -0.750
H 1.816 -0.011 -1.653
*
```

As for the SMILES: C[C@H]1C=N1.C=O. The calculation puts the HOMO-LUMO gap at 10.35 eV. As for the energy above the lowest of the compared OMol25 structures with the same formula, charge and spin: 4.746 eV. The calculation puts the largest force on an atom at 2.4 eV/A. For the total energy, the calculation gives -7794.8987 eV.

Mulliken population analysis, charges in e, atoms 1 to 6: C -0.117; C -0.406; C 0.448; C -0.990; N -0.609; O -0.407

***

Entry from the Open Molecules 2025 dataset: a molecular structure, C31H35ClMnN2Si2 in a non-equilibrium geometry (the ωB97M-V functional and the def2-TZVPD basis).

```
! RIJCOSX wB97M-V def2-TZVPD def2/J DEFGRID3
* xyz 0 6
C -1.483 -0.478 5.191
C -2.236 -0.060 4.031
C -2.149 -1.106 3.053
H -2.856 0.832 3.958
C -1.342 -2.157 3.586
C -0.926 -1.781 4.907
H -0.399 -2.418 5.616
H -1.445 0.032 6.152
H -2.674 -1.135 2.101
H -1.143 -3.114 3.103
Mn -0.129 -0.314 3.527
Si 0.607 0.170 0.609
C -0.256 1.768 0.343
C 0.322 2.835 -0.372
H 1.385 2.817 -0.614
C -0.467 3.898 -0.806
H -0.050 4.648 -1.482
C -1.806 3.993 -0.406
H -2.428 4.822 -0.755
C -2.343 3.025 0.444
H -3.361 3.115 0.821
C -1.582 1.913 0.804
H -2.023 1.146 1.447
C -0.249 -1.416 0.222
C -1.406 -1.444 -0.569
H -1.871 -0.510 -0.901
C -1.984 -2.669 -0.923
H -2.872 -2.677 -1.558
C -1.434 -3.870 -0.467
H -1.897 -4.824 -0.726
C -0.288 -3.849 0.334
H 0.155 -4.780 0.697
C 0.307 -2.633 0.666
H 1.203 -2.625 1.298
H 1.120 0.114 2.046
Si 1.892 0.170 -2.716
C 1.401 -1.399 -3.581
C 0.714 -1.368 -4.821
H 0.526 -0.415 -5.319
C 0.253 -2.547 -5.414
H -0.311 -2.500 -6.348
C 0.513 -3.783 -4.814
H 0.133 -4.702 -5.264
C 1.271 -3.834 -3.639
H 1.502 -4.798 -3.182
C 1.738 -2.660 -3.042
H 2.359 -2.715 -2.151
C 0.894 1.542 -3.496
C -0.494 1.702 -3.355
H -1.044 1.092 -2.637
C -1.177 2.669 -4.103
H -2.245 2.812 -3.945
C -0.499 3.443 -5.047
H -1.044 4.165 -5.659
C 0.883 3.291 -5.201
H 1.422 3.887 -5.943
C 1.577 2.377 -4.408
H 2.659 2.278 -4.508
H 3.330 0.454 -2.965
Cl 2.421 0.014 -0.480
N 0.395 1.624 4.159
C 1.769 1.692 4.776
C 2.150 0.343 5.336
N 1.748 -0.732 4.376
H 0.301 2.282 3.385
H -0.310 1.919 4.838
H 2.481 2.004 4.004
H 1.771 2.445 5.572
H 3.231 0.287 5.510
H 1.634 0.151 6.285
H 2.415 -0.802 3.603
H 1.740 -1.655 4.815
*
```

The calculation puts the HOMO-LUMO gap (alpha / beta) at 4.57 / 4.42 eV. As for the energy above the lowest of the compared OMol25 structures with the same formula, charge and spin: 3.191 eV. The calculation puts the largest force on an atom at 2.9 eV/A. For the total energy, the calculation gives -95289.8221 eV.

Mulliken population analysis, charges in e, atoms 1 to 6: C -0.481; C -0.659; C -0.701; H 0.413; C -0.748; C -0.879

***

Entry from the Open Molecules 2025 dataset: 12 unconnected molecules or ions with the total composition C48H67N11OSi in a non-equilibrium geometry (the ωB97M-V functional and the def2-TZVPD basis).

```
! RIJCOSX wB97M-V def2-TZVPD def2/J DEFGRID3
* xyz 0 1
O 0.739 -1.495 3.968
C 0.871 -0.095 4.183
C -0.127 0.662 3.264
C -1.161 1.522 4.014
C -2.239 0.708 4.771
Si -3.366 -0.326 3.622
H -0.031 -1.820 4.423
H 1.881 0.162 3.850
H 0.804 0.191 5.241
H 0.465 1.354 2.645
H -0.577 -0.039 2.549
H -1.660 2.182 3.291
H -0.655 2.183 4.731
H -2.914 1.437 5.251
H -1.849 0.081 5.585
H -3.424 0.266 2.268
H -4.749 -0.349 4.157
H -2.866 -1.707 3.525
N -6.104 1.792 2.547
C -6.353 2.952 1.868
C -7.686 3.246 2.009
C -8.261 2.224 2.807
C -7.258 1.342 3.125
H -5.210 1.338 2.612
H -5.565 3.467 1.346
H -8.190 4.099 1.587
H -9.291 2.145 3.113
H -7.267 0.436 3.709
N 1.499 -0.939 9.497
C 0.399 -0.514 10.192
C -0.710 -0.791 9.436
C -0.261 -1.412 8.242
C 1.107 -1.491 8.310
H 2.447 -0.858 9.810
H 0.501 -0.052 11.160
H -1.729 -0.574 9.710
H -0.871 -1.762 7.425
H 1.830 -1.890 7.618
N 3.672 1.097 -0.389
C 3.457 2.247 -1.105
C 2.132 2.575 -0.979
C 1.528 1.589 -0.157
C 2.502 0.692 0.194
H 4.553 0.625 -0.304
H 4.260 2.727 -1.638
H 1.651 3.428 -1.428
H 0.494 1.540 0.143
H 2.464 -0.196 0.804
N 3.798 4.819 -4.027
C 2.457 4.566 -3.925
C 1.815 5.767 -3.767
C 2.806 6.783 -3.780
C 4.020 6.168 -3.944
H 4.509 4.124 -4.147
H 2.080 3.559 -3.973
H 0.751 5.901 -3.656
H 2.647 7.844 -3.680
H 5.016 6.571 -4.009
N 4.946 -1.780 -2.129
C 6.269 -1.791 -2.481
C 6.671 -3.100 -2.560
C 5.545 -3.906 -2.246
C 4.496 -3.061 -1.988
H 4.385 -0.958 -1.994
H 6.808 -0.872 -2.642
H 7.662 -3.440 -2.814
H 5.508 -4.983 -2.213
H 3.472 -3.258 -1.716
N 6.328 -6.038 -4.883
C 6.211 -7.234 -4.230
C 6.668 -8.219 -5.069
C 7.080 -7.591 -6.272
C 6.860 -6.245 -6.126
H 6.063 -5.144 -4.507
H 5.815 -7.283 -3.230
H 6.704 -9.272 -4.843
H 7.491 -8.070 -7.144
H 7.034 -5.421 -6.797
N 1.567 -4.339 0.179
C 0.499 -3.864 0.890
C -0.639 -4.147 0.178
C -0.242 -4.822 -1.006
C 1.125 -4.928 -0.977
H 2.527 -4.267 0.461
H 0.639 -3.367 1.836
H -1.644 -3.898 0.474
H -0.884 -5.188 -1.789
H 1.817 -5.368 -1.675
N 2.369 2.860 -8.001
C 2.604 1.538 -8.271
C 3.376 1.033 -7.259
C 3.612 2.090 -6.342
C 2.976 3.204 -6.825
H 1.834 3.484 -8.575
H 2.203 1.072 -9.156
H 3.731 0.018 -7.184
H 4.185 2.036 -5.429
H 2.904 4.205 -6.439
N -3.650 -3.789 5.451
C -3.145 -5.060 5.508
C -4.165 -5.931 5.226
C -5.328 -5.157 4.986
C -4.980 -3.839 5.128
H -3.128 -2.952 5.618
H -2.109 -5.234 5.743
H -4.084 -7.005 5.195
H -6.310 -5.524 4.736
H -5.560 -2.937 5.030
N -8.184 2.390 6.209
C -7.956 3.738 6.200
C -8.190 4.213 7.466
C -8.569 3.107 8.269
C -8.553 1.996 7.466
H -8.093 1.786 5.413
H -7.650 4.240 5.298
H -8.098 5.240 7.779
H -8.823 3.124 9.317
H -8.774 0.964 7.680
N 0.323 3.806 -11.013
C -0.935 3.990 -11.518
C -0.930 5.156 -12.240
C 0.382 5.692 -12.170
C 1.134 4.836 -11.408
H 0.606 3.033 -10.442
H -1.721 3.281 -11.322
H -1.774 5.576 -12.761
H 0.735 6.601 -12.627
H 2.171 4.871 -11.115
*
```

As for the SMILES: OCCCC[SiH3].c1cc[nH]c1.c1cc[nH]c1.c1cc[nH]c1.c1cc[nH]c1.c1cc[nH]c1.c1cc[nH]c1.c1cc[nH]c1.c1cc[nH]c1.c1cc[nH]c1.c1cc[nH]c1.c1cc[nH]c1. The calculation puts the HOMO-LUMO gap at 8.26 eV. As for the energy above the lowest of the compared OMol25 structures with the same formula, charge and spin: 0.215 eV. The calculation puts the largest force on an atom at 1.2 eV/A. For the total energy, the calculation gives -77175.1912 eV.

Mulliken population analysis, charges in e, atoms 1 to 6: O -0.453; C -0.664; C 0.052; C -1.018; C -0.330; Si 0.523

***

Entry from the Open Molecules 2025 dataset: a gas-phase ion, C3H7NO4P (charge -1) in a non-equilibrium geometry (the ωB97M-V functional and the def2-TZVPD basis).

```
! RIJCOSX wB97M-V def2-TZVPD def2/J DEFGRID3
* xyz -1 1
C 1.089 -0.323 0.498
C -0.900 0.783 -0.552
C -0.264 -0.616 -0.037
N -2.685 -2.817 -0.954
O -0.744 -3.728 -2.075
O -3.227 -1.820 -1.442
O -0.515 -3.555 0.491
O -0.234 -1.519 -1.073
P -0.936 -2.976 -0.813
H 1.890 -0.143 -0.292
H 1.155 0.391 1.338
H 1.562 -1.238 1.025
H -1.919 0.460 -0.876
H -0.370 1.052 -1.468
H -0.908 1.517 0.168
H -0.850 -0.949 0.803
*
```

As for the SMILES: CC(C)O[P@@](=O)([O-])N=O. The calculation puts the HOMO-LUMO gap (alpha / beta) at 8.24 / 8.23 eV. As for the energy above the lowest of the compared OMol25 structures with the same formula, charge and spin: 1.309 eV. The calculation puts the largest force on an atom at 4.9 eV/A. For the total energy, the calculation gives -22194.9311 eV.

Mulliken population analysis, charges in e, atoms 1 to 6: C -1.345; C -1.319; C 0.527; N -0.022; O -0.734; O -0.330

***

Entry from the Open Molecules 2025 dataset: a molecular structure, HOSn in a non-equilibrium geometry (the ωB97M-V functional and the def2-TZVPD basis).

```
! RIJCOSX wB97M-V def2-TZVPD def2/J DEFGRID3
* xyz 1 1
Sn -0.258 0.089 2.066
O 0.368 0.314 -0.803
H -0.110 -0.404 -1.263
*
```

The calculation puts the HOMO-LUMO gap at 6.32 eV. As for the energy above the lowest of the compared OMol25 structures with the same formula, charge and spin: 0.854 eV. The calculation puts the largest force on an atom at 3.5 eV/A. For the total energy, the calculation gives -7883.2527 eV.

Okay, here come the Mulliken numbers, in e, for every atom: Sn 1.337; O -0.636; H 0.299

***

Entry from the Open Molecules 2025 dataset: a molecular structure, C5H6O2 (the ωB97M-V functional and the def2-TZVPD basis).

```
! RIJCOSX wB97M-V def2-TZVPD def2/J DEFGRID3
* xyz 0 1
O 1.806 1.935 -0.369
C 1.059 0.834 -0.206
C 0.358 0.409 1.059
C -0.295 -0.621 0.112
C -1.688 -1.047 0.062
O -0.638 -1.943 0.448
C 0.603 -0.159 -0.986
H -0.298 1.143 1.536
H 1.015 -0.053 1.803
H -2.380 -0.762 0.854
H -2.146 -1.254 -0.906
H 0.737 -0.461 -2.019
H 1.974 2.051 -1.314
*
```

The calculation puts the HOMO-LUMO gap at 9.51 eV. As for the energy above the lowest of the compared OMol25 structures with the same formula, charge and spin: 2.649 eV. The calculation puts the largest force on an atom at 0.3 eV/A. For the total energy, the calculation gives -9374.4464 eV.

Mulliken population analysis, charges in e, atoms 1 to 6: O -0.520; C 0.627; C -0.734; C 0.966; C -0.420; O -0.513

***

Entry from the Open Molecules 2025 dataset: a molecular structure, C29H64InN8SSbSi3 (the ωB97M-V functional and the def2-TZVPD basis).

```
! RIJCOSX wB97M-V def2-TZVPD def2/J DEFGRID3
* xyz 2 1
In 0.537 -0.391 0.997
C 1.264 1.145 4.317
C -0.217 0.863 3.999
N -0.615 1.145 2.609
C -2.068 1.037 2.356
C -2.583 -0.374 2.030
N -1.884 -0.878 0.840
C -1.800 -2.319 0.555
C 0.044 -4.167 1.072
C 1.474 -4.063 1.632
N 2.207 -2.852 1.202
C 3.282 -2.439 2.121
C 2.875 -1.339 3.117
N 2.477 -0.114 2.402
C 2.318 1.119 3.206
H 1.559 0.456 5.110
H 1.347 2.149 4.736
H -0.825 1.455 4.691
H -0.440 -0.179 4.196
H -0.346 2.102 2.398
H -2.281 1.676 1.498
H -2.638 1.416 3.210
H -3.662 -0.309 1.861
H -2.416 -1.044 2.865
H -2.301 -0.447 0.020
H -1.385 -3.235 -1.272
H -2.792 -2.756 0.433
H 0.114 -4.135 -0.016
H -0.305 -5.170 1.316
H 2.016 -4.965 1.320
H 1.427 -4.073 2.717
H 2.625 -3.052 0.301
H 4.121 -2.074 1.520
H 3.655 -3.287 2.705
H 3.733 -1.135 3.768
H 2.049 -1.677 3.733
H 3.237 0.074 1.754
H 2.103 1.920 2.491
H 3.269 1.366 3.690
C -2.845 -5.613 0.836
C -3.163 -4.571 1.910
N -2.046 -3.816 2.476
C -1.035 -3.159 1.650
S -0.203 -2.026 2.806
N -1.191 -2.384 -0.762
N 0.052 -1.891 -0.835
C 0.924 -2.263 -1.691
C 0.719 -3.326 -2.730
C 2.229 -1.572 -1.619
C 3.287 -1.925 -2.457
C 4.482 -1.231 -2.375
C 4.594 -0.182 -1.475
C 3.498 0.105 -0.681
N 2.357 -0.576 -0.734
H -3.765 -6.128 0.556
H -2.143 -6.363 1.202
H -2.426 -5.163 -0.070
H -3.632 -5.070 2.757
H -3.915 -3.875 1.526
H -1.590 -4.340 3.211
H -0.263 -3.788 -2.670
H 1.465 -4.114 -2.622
H 0.815 -2.901 -3.731
H 3.182 -2.717 -3.183
H 5.314 -1.494 -3.015
H 5.503 0.397 -1.388
H 3.522 0.934 0.021
C -3.122 2.997 -3.188
Si -2.775 1.574 -2.012
C -2.786 -0.055 -2.967
C -4.100 1.577 -0.656
Sb -0.348 1.865 -0.933
Si 1.002 2.379 -3.158
C 2.707 3.010 -2.656
C 0.159 3.652 -4.258
C 1.057 0.784 -4.160
Si -0.441 4.293 0.135
C -1.497 4.376 1.700
C 1.362 4.710 0.488
C -1.211 5.479 -1.102
H -4.158 2.920 -3.527
H -2.482 2.968 -4.070
H -2.999 3.969 -2.711
H -3.591 -0.038 -3.705
H -2.947 -0.916 -2.319
H -1.847 -0.210 -3.502
H -5.014 2.016 -1.060
H -3.818 2.174 0.213
H -4.359 0.573 -0.312
H 2.674 4.087 -2.486
H 3.427 2.832 -3.459
H 3.088 2.536 -1.753
H -0.291 4.481 -3.714
H -0.614 3.188 -4.870
H 0.904 4.072 -4.938
H 1.493 -0.042 -3.607
H 1.655 0.934 -5.063
H 0.052 0.497 -4.475
H -1.068 3.863 2.562
H -2.504 3.993 1.529
H -1.599 5.427 1.981
H 1.860 3.932 1.071
H 1.437 5.646 1.047
H 1.914 4.839 -0.444
H -2.289 5.326 -1.173
H -0.782 5.391 -2.099
H -1.049 6.506 -0.763
*
```

The calculation puts the HOMO-LUMO gap at 7.03 eV. As for the energy above the lowest of the compared OMol25 structures with the same formula, charge and spin: 2.007 eV. The calculation puts the largest force on an atom at 0.8 eV/A. For the total energy, the calculation gives -89202.4559 eV.

Mulliken population analysis, charges in e, atoms 1 to 6: In 1.782; C -0.873; C -0.954; N 1.253; C -0.156; C -1.485

***

Please write out number 1 again, unchanged.
Entry from the Open Molecules 2025 dataset: a single C4H8N4 molecule in a non-equilibrium geometry (the ωB97M-V functional and the def2-TZVPD basis).

```
! RIJCOSX wB97M-V def2-TZVPD def2/J DEFGRID3
* xyz 0 1
C -1.420 0.026 0.076
C 0.025 -0.068 0.599
C 0.883 1.100 0.150
C 1.895 -0.895 -0.253
H -3.039 -1.153 -0.269
H -1.414 -1.993 -0.117
H -2.880 1.140 -0.581
H 0.015 -0.086 1.702
H 0.508 1.363 -0.829
H 0.907 1.949 0.812
H 2.923 0.926 -0.516
H 2.669 -1.511 -0.635
N -2.054 -1.160 -0.006
N -1.920 1.210 -0.211
N 2.192 0.404 -0.043
N 0.711 -1.253 0.121
*
```

As for the SMILES: [H]/N=C(\N)[C@@H]1CNC=N1. The calculation puts the HOMO-LUMO gap at 9.73 eV. As for the energy above the lowest of the compared OMol25 structures with the same formula, charge and spin: 0.427 eV. The calculation puts the largest force on an atom at 2.4 eV/A. For the total energy, the calculation gives -10237.8149 eV.

Mulliken population analysis, charges in e, atoms 1 to 6: C 0.090; C 0.530; C -0.729; C -0.174; H 0.215; H 0.278

***

Copy entry 6 word for word.
Entry from the Open Molecules 2025 dataset: a molecular structure, HOSn in a non-equilibrium geometry (the ωB97M-V functional and the def2-TZVPD basis).

```
! RIJCOSX wB97M-V def2-TZVPD def2/J DEFGRID3
* xyz 1 1
Sn -0.258 0.089 2.066
O 0.368 0.314 -0.803
H -0.110 -0.404 -1.263
*
```

The calculation puts the HOMO-LUMO gap at 6.32 eV. As for the energy above the lowest of the compared OMol25 structures with the same formula, charge and spin: 0.854 eV. The calculation puts the largest force on an atom at 3.5 eV/A. For the total energy, the calculation gives -7883.2527 eV.

Okay, here come the Mulliken numbers, in e, for every atom: Sn 1.337; O -0.636; H 0.299

***

largest force on an atom of number 8 (C29H64InN8SSbSi3)?
0.8 eV/A